(1)
ORCA calculation (the ωB97M-V functional and the def2-TZVPD basis) on a structure of composition C47H49LaN8O3S6Si.

LUMO level: 0.142 Eh
Total charge: -2

Each line ends with the Löwdin charge.
Atoms and positions in Å:
La  0.0965  -0.8970  -0.2298  1.726
C  3.7254  -0.3795  3.0241  -0.033
C  2.5456  -0.5686  2.2985  -0.162
N  2.5060  -0.6183  0.9874  0.047
C  3.6531  -0.5019  0.3030  -0.145
C  4.9017  -0.3064  0.9444  -0.146
C  4.9090  -0.2335  2.3471  -0.014
C  6.0837  -0.1941  0.1675  -0.039
C  6.0420  -0.2805  -1.1870  -0.035
C  4.8128  -0.4888  -1.8676  -0.142
C  4.7372  -0.6020  -3.2674  -0.010
C  3.5121  -0.8086  -3.8543  -0.029
C  2.3800  -0.8843  -3.0408  -0.156
N  2.4179  -0.7908  -1.7256  -0.004
C  3.6075  -0.5927  -1.1327  -0.168
H  3.6804  -0.3456  4.1005  0.104
H  1.6007  -0.6890  2.8094  0.086
H  5.8433  -0.0576  2.8658  0.108
H  7.0233  -0.0473  0.6834  0.104
H  6.9481  -0.2106  -1.7764  0.106
H  5.6423  -0.5334  -3.8563  0.108
H  3.4041  -0.9075  -4.9249  0.107
H  1.4022  -1.0257  -3.4809  0.083
C  1.3068  6.5680  1.7927  -0.081
C  -0.0121  5.8755  1.4279  -0.234
N  -0.0964  4.5565  2.0000  -0.163
C  -0.6133  4.4451  3.3403  -0.290
C  -2.1166  4.1666  3.3340  -0.087
C  0.1974  3.4393  1.2631  -0.740
S  0.1972  1.9487  2.0417  0.726
N  0.4156  3.6821  -0.0283  0.079
C  0.8127  2.7492  -0.8937  -0.487
O  1.2108  1.5994  -0.6466  -0.130
C  0.7672  3.2391  -2.3151  -0.149
C  1.3535  2.4654  -3.3082  -0.025
C  1.3027  2.8673  -4.6283  -0.080
C  0.6711  4.0517  -4.9706  -0.112
C  0.0566  4.8156  -3.9904  -0.105
C  0.1081  4.4122  -2.6693  -0.052
H  1.3362  7.5768  1.3810  0.061
H  2.1401  5.9965  1.3908  0.072
H  1.4233  6.6325  2.8747  0.059
H  -0.0743  5.7688  0.3437  0.090
H  -0.8544  6.4794  1.7881  0.111
H  -0.3977  5.3715  3.8837  0.107
H  -0.1026  3.6102  3.8268  0.054
H  -2.6678  4.9825  2.8675  0.063
H  -2.4794  4.0343  4.3500  0.064
H  -2.2985  3.2515  2.7771  0.051
H  1.8304  1.5442  -3.0157  0.091
H  1.7438  2.2544  -5.4000  0.097
H  0.6386  4.3723  -6.0042  0.089
H  -0.4832  5.7169  -4.2621  0.090
H  -0.3817  4.9839  -1.8954  0.094
S  -0.4655  -2.9223  -2.4391  0.478
C  1.0324  -3.7337  -2.2227  -1.184
S  1.8817  -3.4856  -0.7620  0.519
C  1.5476  -4.5720  -3.2191  -0.436
C  2.7407  -5.2726  -3.0589  -0.320
N  3.7142  -5.8921  -2.9868  0.103
C  0.9479  -4.7382  -4.4646  -0.316
N  0.5117  -4.8896  -5.5250  0.099
C  -1.6130  -0.5451  -5.0403  -0.072
N  -1.9159  0.6673  -4.3149  0.023
C  -1.4185  0.9018  -3.0726  -0.619
N  -1.8972  2.0148  -2.4409  0.210
O  -0.5386  0.2096  -2.5870  -0.131
H  -2.5239  -1.1072  -5.2466  0.082
H  -1.1082  -0.3198  -5.9816  0.075
H  -0.9645  -1.1666  -4.4230  0.022
H  -2.6864  1.2291  -4.6386  0.128
H  -2.7635  2.4264  -2.7418  0.101
H  -1.7162  2.0346  -1.4458  0.090
C  -4.0421  -0.9026  -2.0268  -0.186
Si  -3.9368  -0.1052  -0.2729  0.430
C  -5.1726  -1.0984  0.8205  -0.201
C  -4.8382  1.6084  -0.4219  -0.206
C  -2.2332  0.0359  0.4491  -0.455
H  -4.8871  -1.5822  -2.1072  0.014
H  -3.1420  -1.4785  -2.2314  -0.008
H  -4.1474  -0.1623  -2.8181  0.001
H  -6.1915  -1.0699  0.4391  0.009
H  -5.1815  -0.7012  1.8324  0.014
H  -4.8684  -2.1379  0.8845  -0.019
H  -5.7381  1.5544  -1.0280  0.005
H  -4.2048  2.3713  -0.8656  -0.015
H  -5.1258  1.9657  0.5633  0.009
H  -2.2844  -0.4369  1.4397  -0.055
H  -2.0076  1.0932  0.6441  -0.080
O  -0.0050  -1.9616  1.7881  -0.454
C  -0.5136  -2.9361  2.5738  -0.655
C  -1.1647  -4.0600  1.7866  -0.481
C  -0.9683  -5.4050  1.8327  -0.133
C  -1.7808  -6.1134  0.9199  -0.182
C  -2.5892  -5.2880  0.2073  -0.387
S  -2.3624  -3.6335  0.6195  1.027
C  0.6086  -3.5045  3.4292  -0.439
C  0.7404  -3.5320  4.7844  -0.128
C  2.0089  -3.9887  5.2058  -0.206
C  2.8192  -4.2794  4.1554  -0.418
S  2.0545  -4.0075  2.6352  1.047
C  -1.5716  -2.3689  3.5165  -0.460
C  -1.7211  -1.0707  3.8861  -0.122
C  -2.8021  -0.8612  4.7737  -0.187
C  -3.4603  -2.0079  5.0738  -0.427
S  -2.7723  -3.3719  4.2663  1.033
H  -0.2588  -5.8817  2.4853  0.103
H  -1.7482  -7.1836  0.7970  0.093
H  -3.3085  -5.5434  -0.5442  0.058
H  -0.0412  -3.2313  5.4596  0.097
H  2.2971  -4.0813  6.2409  0.086
H  3.8299  -4.6359  4.1752  0.048
H  -1.0813  -0.2883  3.5196  0.082
H  -3.0671  0.1047  5.1698  0.094
H  -4.3100  -2.1521  5.7134  0.043

(2)
ORCA calculation (the ωB97M-V functional and the def2-TZVPD basis) on the molecule C4H4ClNO.

LUMO level: 0.030 Eh
SMILES: Cc1ncoc1Cl

Each line ends with the Löwdin charge.
Atoms and positions in Å:
C  0.0022  1.6808  -0.0016  -0.035
C  -0.0822  0.1892  -0.0008  -0.339
N  -1.2912  -0.4956  0.0064  0.137
C  -0.9589  -1.7337  0.0032  -0.197
O  0.3653  -1.9707  0.0021  0.022
C  0.9064  -0.7237  0.0071  -0.715
Cl  2.5996  -0.5944  0.0012  0.750
H  -1.0031  2.1405  -0.0090  0.087
H  0.5134  2.0692  0.8790  0.079
H  0.5339  2.0613  -0.8609  0.072
H  -1.5855  -2.6230  -0.0267  0.139

(3)
ORCA calculation (the ωB97M-V functional and the def2-TZVPD basis) on the ion C23H22N3O2 with charge -1.

LUMO level: 0.101 Eh
Total charge: -1

Each line ends with the Löwdin charge.
Atoms and positions in Å:
C  -0.0366  0.8420  1.3449  -0.189
C  1.0379  1.8109  1.4512  -0.288
C  2.3429  1.3321  1.2766  -0.276
N  3.3732  0.7774  1.1277  0.094
C  0.8660  3.1015  1.9529  -0.302
N  0.8454  4.1680  2.4439  0.083
C  -1.4241  1.4144  1.6512  -0.149
C  -1.8756  2.6448  1.1357  -0.025
C  -3.1483  3.1477  1.5189  -0.078
C  -4.0245  2.3602  2.2657  -0.115
C  -3.5911  1.1304  2.7230  -0.106
C  -2.3496  0.6438  2.3759  -0.047
H  0.0944  -0.1192  1.9157  0.147
H  -1.2703  3.2992  0.4593  0.120
H  -3.4881  4.1359  1.1706  0.099
H  -5.0085  2.7415  2.5238  0.091
H  -4.2572  0.5085  3.2867  0.088
H  -2.0269  -0.3032  2.7669  0.103
C  2.0748  -3.2957  0.4390  -0.086
C  0.9421  -3.2273  -0.5188  -0.187
N  -0.3086  -2.6350  0.1580  -0.047
C  -1.3381  -3.6136  0.4828  -0.236
C  -2.2096  -4.0940  -0.6677  -0.084
C  -0.7351  -1.3284  -0.0123  -0.362
C  0.2234  -0.1129  0.0695  -0.106
C  0.0769  0.7290  -1.1985  -0.281
C  1.3379  1.3353  -1.8218  -0.137
C  2.3671  0.4857  -2.2654  -0.032
C  3.3854  1.0058  -3.0764  -0.088
C  3.3802  2.3624  -3.4008  -0.112
C  2.4114  3.2223  -2.9023  -0.088
C  1.3714  2.7153  -2.1297  -0.013
O  -0.9949  1.0947  -1.6595  0.107
O  -1.9364  -1.0328  0.0409  0.064
H  2.8591  -3.8003  -0.0969  0.070
H  2.4167  -2.3202  0.7478  0.065
H  1.8526  -3.8380  1.3470  0.075
H  1.1725  -2.6291  -1.4054  0.107
H  0.6555  -4.1965  -0.9505  0.110
H  -0.8430  -4.4555  0.9724  0.114
H  -1.9364  -3.1520  1.2665  0.115
H  -2.9849  -4.7467  -0.2594  0.069
H  -2.6932  -3.2627  -1.1912  0.074
H  -1.6911  -4.6757  -1.4401  0.063
H  1.1757  -0.4189  0.2608  0.063
H  2.3936  -0.5633  -1.9394  0.104
H  4.2140  0.3917  -3.4378  0.097
H  4.1932  2.7751  -3.9930  0.093
H  2.4951  4.2873  -3.1260  0.101
H  0.6133  3.3579  -1.6823  0.117

(4)
ORCA calculation (the ωB97M-V functional and the def2-TZVPD basis) on a structure of composition C10H21Cl3N3O7P2RuS.

LUMO level: -0.413 Eh
Total charge: +3

Each line ends with the Löwdin charge.
Atoms and positions in Å:
Ru  0.1194  0.2619  0.1800  1.304
C  -2.4576  1.4129  0.8817  -0.118
C  -1.6245  1.6252  2.1412  -0.116
N  -0.3449  0.8294  2.1324  -0.173
C  0.7650  1.5334  2.8329  -0.184
C  1.1127  2.8066  2.0725  -0.315
S  0.9159  2.5354  0.2737  1.077
C  -0.5279  3.5296  -0.2320  -0.322
C  -1.3911  2.6199  -1.0704  -0.194
N  -1.5979  1.3282  -0.3525  -0.160
H  -3.1779  2.2250  0.7716  0.153
H  -3.0106  0.4822  0.9437  0.124
H  -2.2122  1.3550  3.0187  0.157
H  -1.3590  2.6700  2.2613  0.104
H  -0.5172  -0.0513  2.6128  0.132
H  1.6123  0.8498  2.8589  0.135
H  0.4820  1.7695  3.8612  0.154
H  2.1533  3.0873  2.2294  0.110
H  0.4960  3.6637  2.3388  0.102
H  -0.1405  4.3612  -0.8209  0.118
H  -1.0358  3.9306  0.6419  0.098
H  -0.9121  2.3872  -2.0216  0.140
H  -2.3581  3.0836  -1.2772  0.154
H  -2.0711  0.7024  -1.0079  0.117
C  0.8461  -3.8892  -1.2819  -0.022
C  -0.4655  -3.1493  -1.0173  -0.596
O  -1.5057  -4.0786  -1.1208  0.021
P  -0.7035  -1.7815  -2.2294  0.523
O  -0.3726  -2.2242  -3.6782  -0.010
O  -2.2368  -1.4482  -2.2968  -0.058
O  0.0648  -0.5664  -1.7596  -0.359
P  -0.3881  -2.3089  0.6202  0.461
O  -0.7049  -3.4574  1.5977  0.002
O  -1.3808  -1.1044  0.5740  -0.359
O  0.9166  -1.5484  0.9124  -0.317
H  0.7636  -4.4232  -2.2288  0.110
H  1.0025  -4.6357  -0.5034  0.114
H  1.7020  -3.2131  -1.3054  0.090
H  -2.3531  -3.7607  -0.7801  0.125
H  0.5186  -2.4721  -3.9649  0.139
H  -2.7631  -1.8624  -3.0011  0.142
H  -0.7093  -3.3854  2.5642  0.148
Cl  4.4960  -0.9908  -2.6450  0.695
C  4.5470  0.0061  -1.1927  -1.623
Cl  5.4261  -0.7781  0.1099  0.717
Cl  5.1569  1.6199  -1.5288  0.714
C  3.1510  0.1630  -0.7347  -0.264
N  2.0738  0.2904  -0.3794  0.006

(5)
ORCA calculation (the ωB97M-V functional and the def2-TZVPD basis) on the molecule C24H38N6S.

LUMO level: 0.010 Eh
SMILES: CCCCN(CC)CCNC(=S)Nc1ccc2nc(N3CCN(C)CC3)cc(C)c2c1

Each line ends with the Löwdin charge.
Atoms and positions in Å:
C  -9.3215  -0.7209  0.0856  -0.114
C  -8.2387  0.2881  0.4527  -0.261
C  -6.8219  -0.2210  0.1853  -0.210
C  -6.3842  -1.2789  1.2099  -0.190
N  -5.1097  -1.9230  0.9907  -0.201
C  -5.0960  -3.1726  0.2725  -0.244
C  -5.6541  -3.1694  -1.1572  -0.082
C  -3.9375  -1.1004  0.9444  -0.181
C  -3.4849  -0.5873  -0.4454  -0.207
N  -2.3599  0.3094  -0.3347  -0.007
C  -2.5122  1.6246  -0.0693  -0.851
S  -3.9797  2.3909  -0.0652  0.659
N  -1.4030  2.3614  0.2057  0.037
C  -0.0512  2.0056  0.1476  -0.239
C  0.8232  2.6006  1.0803  -0.013
C  2.1543  2.3034  1.0748  -0.002
C  2.6876  1.3944  0.1355  -0.222
N  4.0000  1.1223  0.1937  0.154
C  4.5338  0.2921  -0.6835  -0.273
N  5.8847  0.1153  -0.6184  -0.076
C  6.5759  -1.0390  -1.1397  -0.138
C  6.7326  -2.0969  -0.0423  -0.183
N  7.4757  -1.5314  1.0674  -0.234
C  7.7557  -2.5151  2.0891  -0.105
C  6.7763  -0.3750  1.6022  -0.180
C  6.6070  0.6756  0.5045  -0.142
C  3.7418  -0.3177  -1.6986  0.050
C  2.4022  -0.0701  -1.7763  -0.204
C  1.5663  -0.7082  -2.8428  -0.038
C  1.8160  0.8141  -0.8236  -0.113
C  0.4512  1.1422  -0.8029  0.020
H  -9.2408  -1.0002  -0.9632  0.071
H  -9.2426  -1.6223  0.6887  0.061
H  -10.3080  -0.2925  0.2488  0.066
H  -8.3954  1.1973  -0.1315  0.105
H  -8.3312  0.5554  1.5078  0.106
H  -6.1378  0.6269  0.2392  0.047
H  -6.7748  -0.6313  -0.8242  0.101
H  -6.3462  -0.7975  2.1961  0.125
H  -7.1298  -2.0748  1.2611  0.112
H  -5.6779  -3.8971  0.8578  0.113
H  -4.0605  -3.5240  0.2541  0.113
H  -5.5205  -4.1550  -1.5983  0.069
H  -5.1467  -2.4392  -1.7815  0.058
H  -6.7166  -2.9422  -1.1499  0.061
H  -3.1003  -1.6673  1.3786  0.120
H  -4.1193  -0.2294  1.5788  0.115
H  -4.2965  -0.0416  -0.9268  0.072
H  -3.1811  -1.4244  -1.0783  0.114
H  -1.4852  -0.1066  -0.0424  0.130
H  -1.6087  3.2954  0.5343  0.117
H  0.4186  3.2965  1.8014  0.114
H  2.8314  2.7515  1.7846  0.113
H  6.0567  -1.4635  -1.9962  0.105
H  7.5712  -0.7154  -1.4605  0.129
H  7.2878  -2.9531  -0.4332  0.121
H  5.7289  -2.4438  0.2706  0.130
H  8.3570  -2.0533  2.8705  0.083
H  6.8423  -2.9276  2.5466  0.088
H  8.3243  -3.3335  1.6494  0.082
H  7.3687  0.0396  2.4204  0.121
H  5.7792  -0.6464  1.9935  0.128
H  6.0471  1.5305  0.8794  0.109
H  7.5917  0.9922  0.1496  0.126
H  4.1968  -0.9715  -2.4259  0.100
H  1.0929  0.0536  -3.4606  0.091
H  2.1781  -1.3403  -3.4817  0.078
H  0.7814  -1.3206  -2.3999  0.087
H  -0.2009  0.7450  -1.5647  0.110

(6)
ORCA calculation (the ωB97M-V functional and the def2-TZVPD basis) on the molecule C19H19NO3.

LUMO level: -0.001 Eh
SMILES: O=C(O)/C=C/C(=O)NCCC(c1ccccc1)c1ccccc1

Each line ends with the Löwdin charge.
Atoms and positions in Å:
O  -5.3923  -1.3551  1.3068  0.108
C  -4.8221  -0.6635  0.5023  -0.535
O  -5.1332  -0.6887  -0.8050  0.095
C  -3.7278  0.2669  0.8267  0.020
C  -3.0730  0.9873  -0.0820  0.027
C  -1.9175  1.8345  0.3124  -0.504
O  -1.6696  2.1325  1.4629  0.072
N  -1.1691  2.2481  -0.7410  0.064
C  0.1269  2.8558  -0.5586  -0.163
C  1.2791  1.8644  -0.7503  -0.122
C  1.2239  0.7026  0.2557  -0.233
C  0.1406  -0.3227  0.0099  -0.205
C  -0.4206  -0.9592  1.1122  -0.023
C  -1.3857  -1.9369  0.9591  -0.077
C  -1.8086  -2.3029  -0.3072  -0.095
C  -1.2571  -1.6817  -1.4127  -0.076
C  -0.2895  -0.7039  -1.2555  -0.063
C  2.5716  0.0111  0.3057  -0.192
C  3.4259  0.2344  1.3774  -0.034
C  4.6700  -0.3691  1.4284  -0.084
C  5.0773  -1.2065  0.4048  -0.095
C  4.2320  -1.4368  -0.6669  -0.078
C  2.9887  -0.8324  -0.7156  -0.027
H  -5.8542  -1.3203  -0.9546  0.132
H  -3.4542  0.3250  1.8704  0.134
H  -3.3348  0.9340  -1.1286  0.120
H  -1.3707  1.8696  -1.6533  0.136
H  0.1405  3.2496  0.4604  0.124
H  0.2322  3.6863  -1.2637  0.121
H  1.2862  1.4903  -1.7750  0.108
H  2.2154  2.4055  -0.5964  0.125
H  1.0370  1.1415  1.2418  0.140
H  -0.0995  -0.6767  2.1039  0.126
H  -1.8115  -2.4141  1.8289  0.112
H  -2.5621  -3.0664  -0.4303  0.107
H  -1.5780  -1.9606  -2.4065  0.105
H  0.1242  -0.2413  -2.1408  0.106
H  3.1145  0.8868  2.1811  0.113
H  5.3218  -0.1858  2.2702  0.102
H  6.0474  -1.6797  0.4429  0.100
H  4.5414  -2.0918  -1.4684  0.102
H  2.3347  -1.0297  -1.5516  0.107

It is found that the HOMO level values, taken in the order of the records, are -2.1172 -9.1053 -3.5973 -19.1840 -7.5067 -8.9750 eV.
It is found that the HOMO-LUMO gap values, taken in the order of the records, are 5.993 9.920 6.333 7.943 7.769 8.947 eV.
It is found that the max |F| values, taken in the order of the records, are 0.029 0.016 0.081 0.007 0.015 0.011 Eh/bohr.